No. 1
Entry from the Open Molecules 2025 dataset: a molecular structure, C8H10F12N2O10S4Zn at a distorted geometry (ωB97M-V with the def2-TZVPD basis set).

CARTESIAN COORDINATES (ANGSTROEM)
Zn -0.20099 -0.21507 -0.05148
C 2.52186 -3.11861 -4.33835
F 1.32364 -3.51945 -4.10315
F 3.32775 -4.20557 -4.50880
F 2.64849 -2.33189 -5.34983
S 3.26178 -2.16217 -2.75960
O 2.56813 -2.70630 -1.60687
O 4.72739 -2.24103 -2.68876
N 2.49278 -0.59112 -2.79898
S 3.25235 0.32651 -3.84183
O 4.12265 -0.27778 -4.87330
O 2.32365 1.30223 -4.41358
C 4.47364 1.29386 -2.70083
F 5.21790 0.40949 -2.02046
F 5.09303 2.25949 -3.31988
F 3.63245 1.90009 -1.84925
C -1.73940 -1.17003 5.68011
F -2.48125 -0.94215 6.75529
F -0.56043 -1.70080 6.04963
F -2.31727 -2.04150 4.85575
S -1.49313 0.44571 4.71469
O -2.49979 0.30046 3.67063
O -1.64839 1.56758 5.60249
N 0.09342 0.13935 3.81384
S 1.10659 0.80840 4.99060
O 1.47548 2.15845 4.64060
O 0.81617 0.43484 6.38961
C 2.67380 -0.28063 4.81178
F 3.56660 0.28303 5.63832
F 2.31307 -1.56285 5.09769
F 3.05665 -0.19037 3.55651
C -4.22501 -1.39809 -1.01495
O -3.04771 -0.68826 -1.41471
C -3.29688 0.25468 -2.49540
C -3.45839 1.70699 -2.05029
O -2.28514 1.94736 -1.24983
C -2.17793 3.33152 -0.94932
H -4.37413 -2.33168 -1.55741
H -5.13232 -0.80692 -1.13902
H -4.15140 -1.70841 0.02735
H -3.98804 -0.22866 -3.18590
H -2.46290 0.37216 -3.18732
H -4.30806 1.82881 -1.37848
H -3.77881 2.28734 -2.91553
H -3.07445 3.82968 -0.58029
H -1.86616 3.82651 -1.86904
H -1.52126 3.40479 -0.08241

Atoms 1-2, force components in eV/Å:
Zn -0.29 0.23 -0.28
C 3.46 -0.38 1.60

As for the total energy: -5742.72738 hartree. The value obtained for the gap between HOMO and LUMO is 2.83 eV. The largest force on an atom comes out at 0.08338 Eh/bohr. As for the energy above the lowest of the compared OMol25 structures with the same formula, charge and spin: 287.2 kcal per mole. The value obtained for the LUMO energy is -7.27 eV. The charge is 0. As for the HOMO energy: -10.09 eV.

Electronic structure analysis, natural (NBO) charges in units of e: 1.145, 0.832, -0.282, -0.318, -0.274, 2.051, -0.954, -0.842, -1.111, 2.125, -0.888, -0.912, 0.758, -0.300, -0.288, -0.340, 0.779, -0.284, -0.301, -0.296, 2.041, -0.920, -0.839, -0.869, 2.058, -0.856, -0.853, 0.779, -0.291, -0.305, -0.306, -0.259, -0.566, -0.106, -0.109, -0.559, -0.259, 0.183, 0.183, 0.200, 0.204, 0.201, 0.177, 0.204, 0.183, 0.188, 0.195


No. 2
Entry from the Open Molecules 2025 dataset: 2 unconnected molecules or ions with the total composition C2H7N2P at a distorted geometry (ωB97M-V with the def2-TZVPD basis set).

CARTESIAN COORDINATES (ANGSTROEM)
C 0.72795 0.59046 -1.71161
C 1.49235 0.92795 0.73034
N -2.10816 -1.65470 0.49942
N 0.76040 1.06684 -0.46066
P -0.11172 1.86124 0.73939
H -2.50454 -1.09236 1.18127
H 1.73241 0.22339 -2.03273
H -0.27972 0.68608 -2.06331
H 2.34952 1.56518 0.77613
H 1.40624 -0.07908 1.26114
H -2.28494 -2.69148 0.74544
H -1.17977 -1.40353 0.33518

Atoms 1-2, force components in eV/Å:
C 1.71 0.70 3.34
C -0.07 -0.90 1.85

As for the total energy: -531.13392 hartree. The value obtained for the gap between HOMO and LUMO (alpha / beta) is 7.04 / 7.28 eV. The largest force on an atom comes out at 0.08127 Eh/bohr. As for the energy above the lowest of the compared OMol25 structures with the same formula, charge and spin: 74.0 kcal per mole. The value obtained for the LUMO energy (alpha / beta) is 0.02 / 0.19 eV. The charge is 0. As for the HOMO energy (alpha / beta): -7.01 / -7.08 eV.

Electronic structure analysis, natural (NBO) charges in units of e: -0.208, -0.481, -1.085, -0.522, 0.364, 0.358, 0.209, 0.219, 0.210, 0.211, 0.365, 0.359


No. 3
Entry from the Open Molecules 2025 dataset: 4 unconnected molecules or ions with the total composition C37H70BrClI2O18P2S3 at a distorted geometry (ωB97M-V with the def2-TZVPD basis set).

CARTESIAN COORDINATES (ANGSTROEM)
C -4.37159 3.17076 -3.03876
C -3.81174 4.64449 -2.69166
C -2.56853 5.09780 -3.63299
C -1.13556 4.65476 -3.02762
C -0.82052 3.13224 -3.54779
C 0.60671 2.75634 -2.95598
C 1.03214 1.15875 -3.02578
O 1.37051 0.93626 -1.66818
C 1.96896 -0.19769 -1.13661
C 3.60235 -0.19385 -1.00149
C 4.33715 -1.01161 -2.18261
O 5.43236 -0.55918 -2.61914
Br 3.72874 -2.71309 -2.97998
C 1.35708 -0.29289 0.41404
C 2.18951 0.69518 1.41775
O 2.32336 2.03809 0.89302
C 2.54853 2.92118 2.04364
O 0.06810 0.28838 0.31415
C -1.00524 -0.18278 1.10789
C -2.24995 0.85609 0.84918
C -1.83783 2.11342 -0.05591
C -0.96880 3.20583 0.79123
Cl -2.07522 4.63152 1.19419
C -0.83816 -0.24547 2.69324
C -2.11685 -0.81256 3.50180
C -2.91094 -1.99137 2.76994
O -4.21688 -2.08955 3.46383
C -4.53092 -3.44368 3.76698
C -4.99925 -3.76372 5.28283
O -4.47665 -4.30944 2.86149
P 1.59543 -2.02950 1.04413
O 2.26306 -1.93927 2.44681
O 2.70995 -3.00123 0.13724
O 0.23361 -3.02075 1.22984
C -0.15402 0.28435 -3.65614
I -0.38077 0.49879 -5.85196
C 0.07877 -1.35013 -3.55022
C -0.73012 -2.02541 -2.34013
I -0.62336 -2.41910 -5.36432
P 2.59644 1.22445 -4.15523
O 2.91514 -0.12091 -4.81182
O 2.40483 2.31806 -5.48691
O 3.94027 1.92182 -3.31612
H -4.21518 2.44985 -2.15114
H -3.77445 2.71497 -3.91513
H -5.48289 3.17249 -3.31903
H -4.66818 5.38254 -2.89228
H -3.54892 4.72436 -1.57114
H -2.68318 4.57699 -4.65787
H -2.55471 6.24038 -3.73905
H -1.21424 4.58270 -1.88848
H -0.28713 5.38168 -3.28428
H -1.70679 2.51991 -3.18170
H -0.78468 3.24623 -4.69842
H 1.38479 3.43355 -3.45401
H 0.58031 3.13089 -1.85814
H 1.74707 -1.24180 -1.53961
H 3.94678 0.89001 -0.92311
H 3.94826 -0.74946 -0.04591
H 1.66219 0.80060 2.44284
H 3.23750 0.31114 1.65690
H 2.87468 3.93043 1.62745
H 3.32872 2.40974 2.70417
H 1.59949 3.09540 2.65550
H -1.40382 -1.17206 0.65114
H -2.68550 1.26969 1.81848
H -3.09753 0.31099 0.27884
H -2.82582 2.66642 -0.30220
H -1.36981 1.85622 -1.06228
H -0.65038 2.74894 1.80330
H -0.07264 3.60533 0.21359
H 0.07314 -0.81096 3.08192
H -0.70352 0.84929 3.05411
H -1.73969 -1.10220 4.54763
H -2.82411 0.08529 3.66573
H -3.16216 -1.80316 1.67510
H -2.32763 -2.96083 2.95885
H -6.09573 -3.41052 5.40916
H -4.39293 -3.15471 6.03709
H -4.99648 -4.88892 5.49952
H 2.19913 -3.45439 -0.57629
H 0.56682 -3.93183 1.44335
H -1.16353 0.43862 -3.11181
H 1.21366 -1.55999 -3.53591
H -0.75550 -1.35611 -1.41592
H -0.18449 -3.00510 -2.07564
H -1.79243 -2.28625 -2.68962
H 2.66419 3.22169 -5.18248
H 3.59456 2.68801 -2.78860
C 5.85493 -1.85861 -8.45785
C 5.35228 -1.48845 -7.06075
C 3.82370 -1.47867 -7.11063
S 3.35749 -2.63544 -8.39286
O 2.72509 -1.90317 -9.46734
O 2.74587 -3.79838 -7.78782
C 5.01832 -3.05366 -8.89472
H 6.92129 -2.09480 -8.45602
H 5.69520 -1.01891 -9.14227
H 5.69272 -2.23961 -6.34031
H 5.74154 -0.52169 -6.73408
H 3.38905 -1.79465 -6.16376
H 3.43896 -0.49578 -7.38631
H 5.04916 -3.23022 -9.96976
H 5.31192 -3.95759 -8.35627
C 0.45480 7.24995 6.20802
C -0.67485 7.57231 5.22768
C -0.34213 6.88492 3.90187
S 0.64844 5.45403 4.31575
O 1.97642 5.64173 3.77661
O -0.12173 4.25397 4.07092
C 0.70395 5.75349 6.07352
H 0.19280 7.52226 7.23245
H 1.35560 7.80652 5.92953
H -1.61938 7.18050 5.61895
H -0.79797 8.64921 5.09291
H -1.24271 6.56179 3.37850
H 0.25261 7.53138 3.25416
H 1.66789 5.44048 6.47411
H -0.10086 5.17740 6.53570
C -1.59377 -9.21979 6.17030
C -1.83322 -8.53567 4.82271
C -3.20671 -7.86466 4.88622
S -3.49369 -7.47552 6.60910
O -4.60624 -8.26685 7.08071
O -3.43586 -6.04133 6.78974
C -1.98369 -8.19621 7.22845
H -0.55570 -9.53876 6.28436
H -2.23137 -10.10597 6.25307
H -1.06034 -7.77808 4.65651
H -1.77956 -9.24529 3.99408
H -3.23396 -6.94584 4.29844
H -3.99777 -8.54030 4.55650
H -2.15708 -8.63704 8.20983
H -1.23878 -7.40041 7.29954

Atoms 1-2, force components in eV/Å:
C 0.57 -0.39 0.11
C -0.32 0.21 -0.51

As for the total energy: -8312.80835 hartree. The value obtained for the gap between HOMO and LUMO is 7.19 eV. The largest force on an atom comes out at 0.13959 Eh/bohr. The value obtained for the LUMO energy is -0.30 eV. The charge is 0. As for the HOMO energy: -7.49 eV.

Atom charges from the Löwdin analysis, given in e for atoms 1 to 99: -0.126, -0.236, -0.201, -0.190, -0.237, -0.136, -0.428, -0.093, -0.248, -0.060, -0.665, -0.035, 0.778, -0.318, -0.164, -0.222, -0.082, -0.130, -0.314, -0.106, -0.224, -0.499, 0.513, -0.139, -0.137, -0.147, -0.088, -0.405, 0.005, 0.039, 0.735, -0.328, -0.211, -0.178, -0.552, 0.842, -0.748, -0.181, 0.703, 0.716, -0.362, -0.235, -0.166, 0.059, 0.068, 0.075, 0.100, 0.080, 0.110, 0.105, 0.085, 0.115, 0.082, 0.082, 0.098, 0.120, 0.089, 0.134, 0.131, 0.132, 0.127, 0.105, 0.109, 0.066, 0.123, 0.117, 0.126, 0.075, 0.089, 0.065, 0.068, 0.098, 0.123, 0.128, 0.116, 0.127, 0.137, 0.099, 0.093, 0.066, 0.037, 0.102, 0.107, 0.011, 0.061, 0.084, 0.067, 0.068, 0.087, -0.227, -0.210, -0.244, 0.659, -0.327, -0.341, -0.240, 0.114, 0.119, 0.118


No. 4
Entry from the Open Molecules 2025 dataset: a molecular structure, C3H3CoFO2 at a distorted geometry (ωB97M-V with the def2-TZVPD basis set).

CARTESIAN COORDINATES (ANGSTROEM)
H 1.53701 -0.77305 -0.06222
F 0.94951 -2.06061 2.06778
O -0.81724 -2.62284 0.51836
O -0.64307 -1.33177 -1.15049
C -0.10271 -1.47336 0.96326
C 0.48029 -0.97755 -0.29273
C -0.75707 -2.63712 -0.84333
H -0.69967 -0.82578 1.60692
H 1.07824 -1.71717 -1.25376
Co -2.01927 -4.02723 -2.01232

Atoms 1-2, force components in eV/Å:
H -0.25 3.29 -1.37
F -2.08 1.61 -2.87

As for the total energy: -1748.82922 hartree. The value obtained for the gap between HOMO and LUMO (alpha / beta) is 5.30 / 7.51 eV. The largest force on an atom comes out at 0.09803 Eh/bohr. As for the energy above the lowest of the compared OMol25 structures with the same formula, charge and spin: 52.4 kcal per mole. The value obtained for the LUMO energy (alpha / beta) is -0.91 / -1.18 eV. The charge is 0. As for the HOMO energy (alpha / beta): -6.21 / -8.69 eV. The spin multiplicity is 4.

Electronic structure analysis, natural (NBO) charges in units of e: 0.330, -0.446, -0.528, -0.538, 0.426, -0.341, 0.138, 0.193, 0.248, 0.517


No. 5
Entry from the Open Molecules 2025 dataset: a molecular structure, C53H43AsBrCoF5GeIN2O4 at a distorted geometry (ωB97M-V with the def2-TZVPD basis set).

CARTESIAN COORDINATES (ANGSTROEM)
Co 0.52593 0.40700 0.56297
I -0.38908 1.89991 -6.75673
C 0.25291 2.25963 -4.76715
C 0.85061 3.46978 -4.46308
C 1.30499 3.68309 -3.16972
C 1.17441 2.70314 -2.18983
C 0.55980 1.50214 -2.53198
C 0.09868 1.26628 -3.81893
C 1.73103 3.01426 -0.77655
O 2.20315 4.14959 -0.64580
O 1.71500 2.10697 0.10628
H 0.95347 4.23939 -5.21695
H 1.76849 4.61945 -2.88682
H 0.42721 0.74212 -1.77856
H -0.37696 0.32605 -4.06639
C -2.98367 -2.50560 -0.51658
C -2.12453 -1.55027 0.27927
N -2.67924 -1.08330 1.40403
O -0.98102 -1.25780 -0.06306
H -3.40355 -3.27537 0.13381
H -2.38490 -2.97365 -1.29472
H -3.80533 -1.95012 -0.97267
H -3.62417 -1.30619 1.65552
H -2.16383 -0.39881 1.94361
C 1.97566 -0.82468 0.35037
Ge 2.06518 -2.76250 0.65283
C 3.96759 -3.32837 0.31391
C 4.42776 -3.10184 -0.98424
C 5.73643 -3.37726 -1.34888
C 6.62150 -3.89901 -0.41604
C 6.18709 -4.12225 0.88200
C 4.87767 -3.83190 1.24102
C 1.16293 -3.89458 2.02076
C 1.78507 -4.93302 2.70703
C 1.05239 -5.79211 3.51683
C -0.31828 -5.62506 3.64800
C -0.94839 -4.58038 2.98382
C -0.21114 -3.72289 2.18301
C 1.29498 -3.57813 -1.01000
C 1.48417 -4.93768 -1.25471
C 1.00688 -5.53581 -2.41217
C 0.31331 -4.77913 -3.34780
C 0.12175 -3.42252 -3.12359
C 0.62315 -2.82895 -1.97174
H 3.74294 -2.69949 -1.72296
H 6.06605 -3.18439 -2.36322
H 7.64494 -4.11963 -0.69667
H 6.87517 -4.51769 1.62141
H 4.57191 -3.97777 2.26953
H 2.85170 -5.08775 2.60048
H 1.55253 -6.59860 4.04171
H -0.89353 -6.30417 4.26659
H -2.01831 -4.44151 3.08934
H -0.70146 -2.90692 1.66692
H 2.02145 -5.53720 -0.52470
H 1.17364 -6.59316 -2.58868
H -0.07204 -5.24246 -4.24913
H -0.41983 -2.82709 -3.85073
H 0.48371 -1.77172 -1.79215
Br 3.94208 -1.09371 2.83218
C 4.27651 -0.29982 1.16105
C 5.51808 0.23423 0.92535
C 5.82999 0.81142 -0.29888
C 4.81288 0.82669 -1.26583
C 3.59486 0.28889 -0.99790
N 3.26250 -0.31595 0.20896
H 6.24777 0.20329 1.72177
H 6.80050 1.24870 -0.48168
H 4.98530 1.25582 -2.24401
H 2.79834 0.28125 -1.72361
O -1.08984 1.76682 0.22551
As -2.52227 2.55092 0.42778
C -3.12973 2.90787 2.22907
C -2.48989 3.95168 2.89941
C -2.81927 4.25038 4.20864
C -3.78646 3.50511 4.87187
C -4.40129 2.44399 4.21897
C -4.06486 2.13664 2.91187
C -2.35308 4.31014 -0.35208
C -3.25907 5.32714 -0.04251
C -3.22715 6.52393 -0.73358
C -2.31560 6.71308 -1.76986
C -1.43990 5.68797 -2.10746
C -1.46005 4.49412 -1.40739
C -3.85550 1.66067 -0.59958
C -5.23894 1.51082 -0.31716
C -6.05868 0.83574 -1.19286
C -5.56434 0.31800 -2.40812
C -4.21326 0.55217 -2.74103
C -3.38038 1.20211 -1.86570
H -1.73056 4.52112 2.37691
H -2.32221 5.06638 4.71873
H -4.04596 3.73497 5.89774
H -5.14515 1.85288 4.73957
H -4.53569 1.29801 2.41248
H -3.97296 5.17267 0.75965
H -3.91394 7.31916 -0.46628
H -2.29217 7.65238 -2.30876
H -0.73075 5.82562 -2.91483
H -0.75785 3.70348 -1.64116
H -5.65321 1.91910 0.59977
H -7.10592 0.69440 -0.94356
H -6.21598 -0.21951 -3.08608
H -3.82507 0.19804 -3.69031
H -2.33453 1.35971 -2.11206
F 0.68551 -0.62659 3.41497
C 0.32306 0.45249 2.62658
F -1.04948 0.62272 2.98930
C 0.96832 1.68120 3.26961
F 2.28427 1.75494 3.04916
F 0.81904 1.71889 4.63416
F 0.39803 2.80780 2.81305

Atoms 1-2, force components in eV/Å:
Co -0.43 0.84 -0.03
I 0.06 0.07 0.32

As for the total energy: -11522.38037 hartree. The value obtained for the gap between HOMO and LUMO (alpha / beta) is 2.61 / 5.59 eV. The largest force on an atom comes out at 0.03724 Eh/bohr. As for the energy above the lowest of the compared OMol25 structures with the same formula, charge and spin: 11.6 kcal per mole. The value obtained for the LUMO energy (alpha / beta) is 3.46 / 3.46 eV. The charge is -2. As for the HOMO energy (alpha / beta): 0.85 / -2.13 eV. The spin multiplicity is 5.

Atom charges from the Löwdin analysis, given in e for atoms 1 to 99: 0.582, 0.750, -0.710, -0.162, -0.049, -0.142, -0.047, -0.145, -0.610, -0.005, -0.072, 0.084, 0.115, 0.074, 0.091, 0.021, -0.568, 0.209, -0.031, 0.077, 0.075, 0.076, 0.107, 0.073, -0.328, 0.968, -0.276, -0.110, -0.092, -0.116, -0.107, -0.164, -0.246, -0.109, -0.110, -0.116, -0.089, -0.091, -0.258, -0.115, -0.113, -0.120, -0.099, -0.112, 0.102, 0.095, 0.088, 0.091, 0.060, 0.074, 0.090, 0.088, 0.095, 0.075, 0.098, 0.087, 0.087, 0.095, 0.066, 0.877, -0.627, -0.140, -0.105, -0.074, -0.078, -0.191, 0.089, 0.082, 0.103, 0.109, -0.459, 1.185, -0.287, -0.110, -0.083, -0.100, -0.097, -0.107, -0.268, -0.112, -0.111, -0.107, -0.075, -0.062, -0.338, -0.171, -0.170, -0.174, -0.152, -0.152, 0.109, 0.100, 0.091, 0.094, 0.086, 0.098, 0.090, 0.088, 0.095